Record 1
{"formula": "C31H49F6GeN7O6S5Sr", "method": "the ωB97M-V functional and the def2-TZVPD basis", "e_above_lowest_kj_mol": 764.9, "lumo_energy_ev": -0.09, "charge": 0, "e_homo_ev": -6.136, "gap_ev": 6.1, "elements": ["Sr", "C", "C", "S", "C", "C", "S", "C", "C", "S", "H", "H", "H", "H", "H", "H", "H", "H", "H", "H", "H", "H", "F", "C", "F", "F", "S", "O", "O", "N", "S", "O", "O", "C", "F", "F", "F", "C", "Ge", "C", "C", "C", "H", "H", "H", "H", "H", "H", "H", "H", "H", "H", "H", "O", "C", "N", "C", "O", "C", "C", "C", "C", "N", "C", "H", "H", "H", "H", "H", "H", "H", "H", "N", "C", "C", "C", "C", "N", "C", "C", "H", "H", "H", "H", "C", "C", "N", "C", "C", "C", "C", "N", "H", "H", "H", "H", "H", "H", "H", "H", "H", "H", "H", "H", "H", "H"], "positions_angstrom": [[-1.030872, 0.094287, -1.048402], [-4.771445, -3.589591, -1.462024], [-3.434934, -4.143252, -1.926027], [-2.004437, -3.908670, -0.830322], [-2.305590, -5.050785, 0.580049], [-3.311791, -4.581285, 1.620961], [-2.943027, -2.858942, 2.155422], [-4.554456, -1.989224, 2.104967], [-5.457855, -2.202126, 0.903683], [-4.681193, -1.898210, -0.738829], [-5.236632, -4.237433, -0.719179], [-5.439833, -3.526590, -2.325624], [-3.101112, -3.614398, -2.816808], [-3.533907, -5.205051, -2.153892], [-1.318037, -5.118152, 1.036403], [-2.589116, -6.026526, 0.183425], [-3.240883, -5.219425, 2.505075], [-4.325727, -4.618501, 1.238735], [-4.251249, -0.944534, 2.178671], [-5.107142, -2.269966, 3.006341], [-6.298838, -1.509919, 0.987123], [-5.865218, -3.212589, 0.893571], [-1.925023, 2.487212, -4.166897], [-1.635871, 2.601917, -2.856908], [-1.975045, 3.868478, -2.514779], [-0.300977, 2.591752, -2.717154], [-2.800765, 1.668640, -1.682138], [-2.108022, 1.862231, -0.443396], [-4.022492, 2.349805, -1.926559], [-2.925832, 0.142387, -1.957597], [-2.154578, -0.392633, -3.157162], [-2.014538, -1.812303, -3.145082], [-0.942863, 0.352391, -3.331704], [-3.242634, -0.060260, -4.618033], [-4.045567, 0.997296, -4.437102], [-2.539687, 0.130538, -5.742740], [-4.039376, -1.124102, -4.809694], [3.449263, -1.518290, 0.032047], [1.996995, -1.349272, 1.388019], [2.041516, 0.425016, 2.280469], [2.286703, -2.821247, 2.759888], [0.301207, -1.731886, 0.529427], [4.336244, -0.953462, 0.294748], [3.016196, -1.141905, -0.888658], [3.734096, -2.556114, -0.103383], [3.004592, 0.912901, 2.182903], [1.788778, 0.362019, 3.333044], [1.274143, 0.967505, 1.726548], [3.245468, -2.808986, 3.268590], [2.189932, -3.766027, 2.233325], [1.504280, -2.770559, 3.510190], [-0.398507, -2.099166, 1.276349], [0.478833, -2.552802, -0.162764], [0.391411, 3.065382, 7.193371], [0.627047, 3.671899, 5.937627], [-0.533252, 4.401541, 5.539702], [-1.622643, 3.894954, 4.892809], [-2.588687, 4.582633, 4.654075], [-1.496161, 2.463464, 4.473248], [-1.557041, 1.444897, 5.418710], [-1.467019, 0.133184, 4.983351], [-1.281977, -0.107402, 3.627198], [-1.226049, 0.857227, 2.720387], [-1.355722, 2.105848, 3.130441], [1.150000, 2.530817, 7.448152], [0.847578, 2.913597, 5.172274], [1.472750, 4.373382, 6.009169], [-0.673262, 5.308305, 5.962394], [-1.657403, 1.678338, 6.468263], [-1.532275, -0.683311, 5.686627], [-1.170400, -1.109246, 3.236458], [-1.328243, 2.863533, 2.361076], [3.819677, -4.877047, -6.697228], [3.316117, -4.242795, -5.886777], [2.714512, -3.447075, -4.879247], [1.904073, -4.018027, -3.896619], [1.396609, -3.191141, -2.903438], [1.641929, -1.890873, -2.844740], [2.384207, -1.350745, -3.798009], [2.951311, -2.072279, -4.837927], [1.704092, -5.078993, -3.901962], [0.782373, -3.587601, -2.104965], [2.551569, -0.285610, -3.716715], [3.575335, -1.605260, -5.585249], [4.579744, 4.993499, -0.430683], [3.352343, 4.830179, -1.330373], [2.967305, 3.450363, -1.544251], [3.649828, 2.728514, -2.600611], [4.848940, 1.911001, -2.113636], [2.075362, 2.791230, -0.744278], [1.347316, 3.596102, 0.295143], [1.799317, 1.546924, -0.798487], [4.768459, 6.049411, -0.252186], [5.461325, 4.560560, -0.892078], [4.418369, 4.501794, 0.523945], [3.561815, 5.274565, -2.307519], [2.524910, 5.383714, -0.887048], [3.994301, 3.456847, -3.339013], [2.924338, 2.071450, -3.092454], [5.631536, 2.569932, -1.746716], [5.254673, 1.329147, -2.936860], [4.559393, 1.231111, -1.316736], [0.786303, 4.405576, -0.163965], [2.036779, 4.018245, 1.021993], [0.647479, 2.911568, 0.772592], [2.296535, 1.016483, -1.506348]], "atomic_forces_ev_per_a": [[12.71, -5.17, 9.06], [-0.08, 0.44, 0.04], [0.47, -0.12, 0.32], [-0.17, -0.41, 0.15], [0.09, 0.56, -0.60], [0.13, 0.61, 0.31], [-0.38, -0.22, -0.17], [0.37, -0.50, 0.24], [0.19, 0.19, -0.42], [-0.55, -0.69, 0.46], [0.02, 0.03, -0.08], [0.00, -0.11, 0.13], [-0.18, -0.27, -0.04], [-0.07, -0.02, -0.14], [0.03, -0.13, -0.01], [0.08, -0.07, 0.07], [-0.13, -0.04, -0.13], [-0.11, -0.05, 0.00], [-0.08, 0.04, 0.09], [-0.07, 0.24, -0.06], [0.00, -0.10, 0.03], [-0.05, 0.08, -0.01], [-0.03, -0.16, 0.83], [0.34, 2.60, -1.32], [-0.11, -0.40, 0.07], [-0.64, -0.64, 0.47], [-4.03, 5.31, -1.48], [-1.09, 1.86, 1.56], [0.07, -0.33, 0.35], [-4.47, 0.13, -1.54], [-1.80, -3.06, -6.37], [-0.06, 0.45, 0.52], [0.76, -0.20, -1.45], [-1.26, 0.10, -1.48], [0.56, -0.44, 0.20], [0.06, -0.12, 0.79], [0.48, 0.26, 0.33], [-0.44, 0.27, 0.48], [-0.21, -0.97, 0.23], [-0.15, -0.41, -0.44], [0.13, 0.68, -0.45], [0.03, 0.92, -0.30], [0.20, 0.17, 0.03], [0.13, 0.03, -0.22], [-0.03, -0.22, -0.05], [0.19, 0.14, -0.10], [-0.16, -0.04, 0.20], [0.17, 0.22, 0.29], [0.24, 0.06, 0.09], [-0.04, -0.16, -0.10], [-0.21, 0.03, 0.15], [-0.18, -0.09, 0.19], [0.11, -0.31, -0.17], [-0.13, -0.06, 0.30], [0.28, -0.01, -0.34], [0.35, 0.23, 0.40], [0.25, -0.02, -0.21], [-0.29, 0.00, -0.09], [-0.19, -0.34, -0.19], [0.03, -0.03, -0.22], [0.02, 0.07, -0.09], [0.04, -0.24, 0.20], [-0.19, -0.01, -0.50], [-0.02, 0.38, 0.51], [0.07, 0.01, -0.06], [0.01, 0.20, 0.17], [-0.21, -0.15, -0.07], [-0.06, -0.01, -0.11], [-0.04, 0.03, 0.05], [0.03, -0.10, -0.02], [0.03, -0.12, 0.09], [-0.03, 0.23, -0.07], [0.14, -0.20, -0.26], [0.14, -0.25, -0.32], [-0.46, 0.59, 0.82], [0.21, 0.14, -0.14], [-0.01, -0.30, 0.07], [-0.38, 0.34, 0.00], [0.25, -0.04, -0.27], [-0.04, -0.21, 0.10], [-0.05, -0.02, 0.04], [-0.08, -0.10, -0.01], [0.06, 0.15, -0.08], [-0.01, 0.08, 0.00], [-0.20, 0.01, -0.21], [0.22, 0.25, 0.28], [-0.16, -0.06, -0.17], [0.24, -0.20, 0.09], [-0.21, 0.12, -0.13], [0.28, 0.46, 0.02], [-0.17, -0.19, -0.16], [-0.88, -0.86, -0.33], [0.06, 0.11, 0.04], [0.14, -0.02, -0.02], [0.00, -0.06, 0.16], [-0.12, 0.02, 0.06], [-0.02, -0.05, -0.15], [-0.16, -0.04, 0.00], [0.04, 0.10, -0.07], [0.07, -0.03, 0.06], [0.09, -0.12, -0.08], [0.01, -0.09, 0.09], [-0.08, 0.16, -0.03], [-0.02, 0.01, 0.16], [0.13, 0.17, 0.16], [0.23, 0.10, 0.04]]}

=====

Record 2
{"formula": "C4H9N4OS", "method": "the ωB97M-V functional and the def2-TZVPD basis", "e_above_lowest_kj_mol": 0.0, "lumo_energy_ev": [-3.13, -6.13], "multiplicity": 3, "charge": 1, "e_homo_ev": [-10.200, -13.306], "gap_ev": [7.1, 7.2], "elements": ["C", "C", "C", "C", "N", "N", "N", "N", "O", "S", "H", "H", "H", "H", "H", "H", "H", "H", "H"], "positions_angstrom": [[0.724004, 1.675992, 0.013321], [2.283938, -0.013926, -0.045490], [-0.363190, 0.751488, -0.507269], [-0.062450, -0.621463, 0.129646], [1.911452, 1.280897, 0.170409], [1.283488, -0.971230, -0.148681], [-1.122824, -1.651148, -0.431849], [-1.732003, 1.113830, -0.065812], [-0.362044, -0.454591, 1.485931], [3.859944, -0.422284, -0.151918], [0.486538, 2.700364, 0.259555], [-0.318203, 0.690240, -1.599527], [1.585311, -1.931318, -0.078584], [-0.848003, -1.925430, -1.369302], [-1.118474, -2.483662, 0.145561], [-1.751925, 0.943026, 0.958651], [-2.394268, 0.446485, -0.493622], [-1.986038, 2.084180, -0.284984], [-0.075246, -1.211457, 2.013955]], "atomic_forces_ev_per_a": [[-2.87, 0.76, -0.21], [-3.79, 2.67, 0.71], [1.38, -0.31, 0.25], [-2.11, -2.02, -1.01], [3.54, -2.17, -0.24], [0.30, -0.46, -0.43], [1.93, 1.95, 0.62], [-0.23, -0.09, 0.26], [-0.04, 0.11, 0.27], [2.67, -0.58, -0.09], [-0.13, 0.23, -0.04], [-0.32, -0.12, 0.09], [-0.39, -0.14, -0.03], [0.05, -0.06, -0.05], [-0.04, -0.02, 0.10], [-0.11, 0.22, -0.35], [0.12, 0.22, 0.16], [0.05, -0.29, 0.08], [0.01, 0.09, -0.07]]}

=====

Record 3
{"formula": "C24H30N4O4", "method": "the ωB97M-V functional and the def2-TZVPD basis", "e_above_lowest_kj_mol": 1907.2, "lumo_energy_ev": -1.05, "charge": 0, "e_homo_ev": -8.159, "gap_ev": 7.1, "elements": ["C", "C", "C", "C", "C", "C", "C", "H", "C", "H", "H", "H", "H", "C", "O", "N", "H", "C", "C", "C", "C", "C", "N", "H", "C", "C", "C", "C", "C", "C", "H", "H", "H", "H", "H", "H", "H", "H", "H", "H", "H", "C", "C", "H", "H", "N", "O", "O", "H", "H", "C", "C", "O", "N", "H", "H", "H", "H", "H", "H", "H", "H"], "positions_angstrom": [[5.128446, 1.173215, -1.490724], [4.329092, 0.789773, -2.617831], [2.880041, 0.530438, -2.609736], [2.355796, 0.124764, -3.766620], [3.156608, 0.128762, -4.919756], [4.517039, 0.167603, -5.102913], [5.250003, 0.474563, -3.960876], [6.109447, 0.939764, -4.038351], [5.143185, 0.107725, -6.453757], [4.504435, 0.168286, -7.186597], [5.422856, -1.039850, -6.598070], [5.940301, 0.805962, -6.611334], [2.617426, -0.218286, -5.795112], [0.813408, -0.208302, -3.841534], [0.175366, 0.277223, -4.757384], [0.545646, -0.851265, -2.709482], [1.304768, -1.041094, -1.898343], [-0.799495, -1.195298, -2.257648], [-1.131522, -0.984895, -0.724600], [-0.249141, -0.233681, -0.089982], [-0.352707, 0.116246, 1.303388], [-1.306865, -0.919219, 1.916212], [-1.536652, -0.711195, 3.324030], [-0.894686, -0.069169, 3.742215], [-2.591067, -1.089679, 4.130981], [-3.861072, -0.635800, 4.188696], [-3.617793, 0.803051, 4.809935], [-3.466850, 0.761655, 6.100628], [-1.829302, 0.033808, 6.219607], [-1.887667, -1.342633, 5.730171], [-2.668477, -1.881346, 6.226728], [-0.884288, -1.562664, 5.700231], [-1.656193, 0.061110, 7.315305], [-1.083185, 0.808459, 5.789835], [-3.218817, 1.776517, 6.564658], [-4.200207, 0.102918, 6.679419], [-4.806298, 1.384972, 4.644680], [-3.063523, 1.128100, 4.109619], [-4.133956, -0.628946, 3.047061], [-4.548452, -1.348713, 4.521875], [-2.451470, -2.505256, 4.028033], [-2.010032, -1.928432, 1.153877], [-1.798246, -1.841533, -0.107568], [-2.337913, -2.550790, -0.552180], [-2.791803, -2.237018, 1.680199], [0.448585, 0.980154, 2.122202], [1.414756, 1.447249, 1.414105], [0.384237, 1.212850, 3.339549], [0.337139, 0.645682, -0.567734], [-1.021911, -2.222524, -2.706064], [-2.059063, -0.239088, -2.896344], [-2.015313, 1.208370, -2.404969], [-2.594241, 1.586773, -1.212548], [-1.325133, 1.927561, -3.155659], [-1.255860, 2.871260, -2.858523], [-0.989510, 1.451266, -4.101955], [-1.862919, -0.239087, -3.964160], [-2.902914, -0.760723, -2.645141], [2.427189, 0.657620, -1.791617], [4.430863, 1.190322, -0.585251], [5.850089, 0.582014, -1.109696], [5.717820, 2.060450, -1.713179]], "atomic_forces_ev_per_a": [[-2.75, 2.43, 2.21], [0.71, -2.84, -5.32], [8.97, 0.23, -3.98], [-1.00, -0.37, -3.27], [-2.63, -2.36, -1.12], [0.78, 1.67, 1.71], [-8.65, -0.13, 3.60], [4.74, 1.60, 0.15], [2.88, -3.99, 3.24], [-3.87, 0.99, -3.84], [0.40, 2.33, 0.30], [0.69, -0.01, 0.10], [-0.30, 0.34, -0.27], [5.05, 1.71, 0.52], [-1.26, -0.91, -0.13], [-0.92, -0.95, 3.47], [-2.07, 0.76, -3.20], [-3.56, 0.97, -0.90], [7.21, 2.04, -7.36], [3.01, 7.79, 2.74], [-3.63, -6.00, 0.75], [0.58, 3.18, 3.24], [0.77, 0.92, -3.60], [0.28, 0.47, -0.04], [8.09, -11.63, 3.51], [-3.27, 3.38, -3.86], [-12.77, -1.96, -5.68], [6.08, -0.43, 9.82], [-2.42, 3.65, 2.89], [-2.96, 3.37, -3.59], [0.34, -0.82, 0.61], [1.96, -2.30, -0.46], [0.22, 0.00, -0.41], [-1.20, -1.54, 0.18], [-0.99, -1.35, -0.24], [1.03, 1.21, -0.63], [3.15, -1.19, -0.15], [4.64, 3.63, -4.01], [-0.16, 0.90, 1.73], [-1.05, -0.62, 1.53], [-1.36, 3.31, -0.38], [3.73, 5.19, 5.57], [-4.42, -4.91, 0.69], [-2.09, -2.64, -2.95], [-3.07, -2.66, 1.60], [3.76, 1.05, -2.45], [-2.10, -0.45, 1.86], [-0.82, -0.68, -1.73], [-0.56, -2.10, 0.02], [0.00, 1.11, 1.26], [4.02, 0.18, -0.28], [-5.01, -2.84, 8.06], [2.80, -1.63, -5.83], [2.50, 1.35, -4.51], [0.45, 1.04, -0.38], [-0.31, 1.87, 2.41], [-0.56, -0.19, -0.13], [-2.20, -1.04, 0.69], [-3.64, 1.07, 6.36], [0.91, 1.09, -0.90], [2.41, -3.01, 0.43], [-0.54, 0.74, 0.37]]}

=====

Computed values of DFT total energy (unit: hartree) for the preceding records, in sequence: -6742.93838 -849.93647 -1451.89311.